C4H8O2 | ωB97M-V/def2-TZVPD

Kohn-Sham gap: 8.51 eV
ΔE to the lowest compared entry with this formula, charge and spin: 103.2 kcal/mol

Structure (ORCA input):
```
! wB97M-V def2-TZVPD RIJCOSX def2/J DEFGRID3
* xyz 0 1
C 1.71 -0.62 0.86
C 0.46 0.17 0.53
O 0.73 1.25 -0.35
C -0.45 -0.39 -0.48
C -1.85 0.07 -0.58
O -1.43 1.18 -1.34
H 2.19 -0.98 -0.05
H 2.42 0.03 1.38
H 1.48 -1.47 1.51
H -0.07 0.48 1.44
H -0.35 1.51 -0.84
H -0.02 -0.95 -1.31
H -2.31 0.31 0.38
H -2.51 -0.60 -1.15
*
```